# 1
The following is a DFT calculation (ωB97M-V/def2-TZVPD) of C22H11Cl5IMnN2O4 as an isolated structure in a non-equilibrium geometry.

Positions of all 46 atoms, in Å:
Mn -1.04011 -0.20006 -1.10017
O -0.97653 0.56768 0.54545
C 0.93913 0.46215 1.92434
C -1.35481 1.02896 2.92782
C -1.48044 0.58406 4.15385
C -0.25637 -0.19324 4.56896
C 0.85470 -0.63527 3.95496
C 1.26545 -0.70944 2.39788
C 0.81011 -1.87243 1.59691
N -0.06457 -1.94778 0.60745
C -0.26217 -3.28820 0.40642
C 0.49384 -4.02986 1.26976
N 1.16530 -3.11489 2.01900
H 0.21241 2.07432 2.69164
H -2.30213 0.74234 4.83366
H -0.23113 -0.42754 5.63043
H 1.63605 -1.04192 4.58391
H -0.94652 -3.64531 -0.34513
H 0.60422 -5.09061 1.40470
H 1.83773 -3.31370 2.74186
Cl 0.52936 6.62366 1.94991
C -0.09375 5.25755 1.11892
C 0.07103 4.00461 1.60989
Cl 0.88344 3.84102 3.14499
C -0.45554 2.84979 0.96178
Cl -0.42773 1.28727 1.67953
C -1.13962 2.97970 -0.35411
O -1.60446 2.10038 -1.09616
C -1.29552 4.36897 -0.79362
Cl -2.12977 4.58048 -2.27011
C -0.80325 5.43470 -0.10931
Cl -1.01978 7.02249 -0.70307
I -1.19034 -4.55846 -6.04430
C -0.31221 -3.13503 -4.81097
C -1.11163 -2.30199 -4.04404
C -0.50650 -1.35590 -3.22255
C 0.87339 -1.22016 -3.14377
C 1.65076 -2.05670 -3.93412
C 1.07160 -3.00155 -4.76508
C 1.57155 -0.26682 -2.20224
O 2.75410 -0.05687 -2.31105
O 0.81756 0.23853 -1.25569
H -2.18941 -2.36962 -4.10050
H -1.26976 -0.63738 -2.85877
H 2.72530 -1.94256 -3.88058
H 1.69700 -3.63542 -5.37867

Calculated values
Orbital gap (spin up / spin down), eV: 5.612 / 5.608
Charge: +1
Spin multiplicity: 4
⟨S²⟩: 3.772
E_HOMO (spin up / spin down), eV: -11.00 / -11.00

---

# 2
The following is a DFT calculation (ωB97M-V/def2-TZVPD) of one molecule with the formula C22H11F3N2O8 in a non-equilibrium geometry.

Positions of all 46 atoms, in Å:
O 2.74017 -0.31275 1.57100
C 1.74044 -0.99572 1.44907
C 1.42293 -2.15824 2.32210
C 2.42342 -2.83393 3.24193
C 2.42222 -4.23153 3.37007
C 3.32779 -4.94316 4.15550
C 4.38379 -4.22605 4.76124
O 5.37593 -4.90565 5.46297
C 4.44420 -2.82719 4.63192
C 3.44949 -2.12321 3.88461
C 0.15376 -2.66345 2.23904
O -0.85784 -2.18117 1.43915
C -0.55007 -1.18648 0.52100
C -1.57058 -0.81652 -0.34776
C -1.41765 0.22548 -1.25914
O -2.49103 0.51508 -2.08497
C -2.57130 1.80857 -2.51640
C -2.91996 2.84838 -1.60791
N -3.26353 2.57767 -0.24797
O -2.82875 3.36284 0.61761
O -3.97066 1.60473 0.00623
C -2.86374 4.18098 -2.00779
C -2.51530 4.51087 -3.32235
N -2.44723 5.88524 -3.68571
O -2.76003 6.77369 -2.84716
O -2.08009 6.13667 -4.84460
C -2.19506 3.46068 -4.21734
C -2.21238 2.14150 -3.83822
C -1.83004 1.05234 -4.88623
F -0.52284 0.72661 -4.66879
F -1.94497 1.57976 -6.12450
F -2.63975 -0.04229 -4.87861
C -0.15643 0.85825 -1.28697
C 0.90248 0.42709 -0.48752
C 0.70605 -0.58240 0.48236
H 1.68902 -4.88398 2.91868
H 3.22057 -6.02449 4.21862
H 5.18106 -5.87425 5.46757
H 5.25547 -2.27570 5.05453
H 3.54924 -1.03875 3.81452
H -0.10689 -3.49237 2.89581
H -2.54575 -1.28605 -0.29134
H -3.08221 4.98015 -1.29685
H -1.92310 3.72125 -5.21162
H -0.00313 1.63416 -2.01879
H 1.88226 0.89331 -0.54699

Calculated values
Orbital gap, eV: 6.558
Charge: 0
ΔE to the lowest compared entry with this formula, charge and spin, kJ/mol: 10.96
E_HOMO, eV: -8.47

---

# 3
The following is a DFT calculation (ωB97M-V/def2-TZVPD) of C22H12BrF5N3O2PtS2 as an isolated structure.

Positions of all 48 atoms, in Å:
Pt 0.32206 -2.36657 -0.07989
F 7.14194 -1.69214 1.98052
C 5.81375 -1.83408 2.12486
C 5.00162 -2.05746 1.02822
F 5.54402 -2.13720 -0.19595
C 3.63707 -2.19372 1.20297
F 2.93294 -2.41553 0.06368
C 2.98730 -2.12402 2.43955
S 1.27298 -2.31214 2.63983
C 3.85801 -1.89876 3.51558
F 3.36928 -1.80509 4.76089
C 5.22462 -1.75736 3.37552
F 5.99827 -1.53984 4.45116
S 0.50462 4.25152 -0.23489
C 0.50521 2.46554 -0.15192
C 0.99749 1.71022 -1.20954
C 1.00959 0.33670 -1.09056
N 0.57587 -0.28941 0.01180
C 0.11557 0.43537 1.03537
C 0.06452 1.81984 0.99064
C -1.03374 4.48400 -1.10986
C -2.25393 4.39313 -0.45563
C -3.41504 4.56275 -1.19339
N -3.43084 4.82213 -2.49811
C -2.25598 4.91875 -3.11111
C -1.03659 4.75826 -2.46977
H 1.35297 2.17954 -2.11538
H 1.37987 -0.30022 -1.88123
H -0.16780 -0.12386 1.91401
H -0.30572 2.37305 1.84134
H -2.30065 4.19213 0.60571
H -4.38120 4.48516 -0.70794
H -2.28477 5.12898 -4.17461
H -0.10852 4.84887 -3.01706
Br -6.14824 -1.43937 -1.34794
C -4.29514 -1.72829 -1.00183
C -3.77643 -1.40597 0.23799
C -2.42355 -1.60699 0.47730
C -1.57079 -2.12696 -0.50274
C -2.14206 -2.46326 -1.73442
C -3.49193 -2.26473 -1.99103
H -4.42060 -1.01312 1.01352
H -2.03352 -1.38818 1.46375
H -1.51727 -2.89979 -2.50305
H -3.91525 -2.52691 -2.95179
O -0.94163 -4.89733 1.03216
N -0.26226 -5.25874 0.11370
O 0.30389 -4.29893 -0.59046

Calculated values
Orbital gap, eV: 5.930
Charge: -1
ΔE to the lowest compared entry with this formula, charge and spin, kJ/mol: 170.63
E_HOMO, eV: -4.32

---

# 4
The following is a DFT calculation (ωB97M-V/def2-TZVPD) of C22H12ClN6O4S2Zn as an isolated structure.

Positions of all 48 atoms, in Å:
Zn -1.15205 0.49071 0.30502
S -3.29399 1.08832 -0.47490
C -3.52237 -0.51011 -1.16189
C -4.82959 -0.98004 -1.31959
C -5.10864 -2.23917 -1.83197
C -6.47500 -2.63520 -2.03074
N -7.57720 -2.91970 -2.20299
C -4.04361 -3.08767 -2.17110
C -2.74163 -2.62815 -2.03849
C -2.44665 -1.34237 -1.57725
S -0.76397 -0.83735 -1.57299
C -4.29709 -4.41959 -2.64774
N -4.49876 -5.48656 -3.03000
H -5.64584 -0.33141 -1.03203
H -1.92029 -3.28212 -2.30178
O 2.73440 -4.43519 2.23435
C 1.82135 -3.89333 1.39003
O 1.04470 -4.58565 0.81236
C 1.91123 -2.41183 1.24062
C 2.96828 -1.70125 0.74761
Cl 4.50041 -2.32827 0.31355
N 2.60442 -0.38800 0.66343
N 1.33934 -0.24075 1.13202
C 0.90731 -1.44092 1.44652
C -0.42186 -1.58662 2.16400
O -0.45344 -2.47777 2.99992
O -1.35049 -0.75150 1.86641
C 3.35945 0.78593 0.37071
C 2.95502 1.98092 0.96365
C 3.66030 3.14688 0.72427
C 4.78664 3.13530 -0.08902
C 5.17430 1.94916 -0.68884
C 4.45946 0.77742 -0.47857
H 3.21968 -3.73751 2.68747
H 2.08820 1.96888 1.60754
H 3.32790 4.07151 1.17969
H 5.35237 4.04437 -0.24955
H 6.03383 1.92797 -1.34698
H 4.76123 -0.12280 -0.98712
N -1.39922 4.57590 1.04583
C -0.75886 4.66926 -0.17186
C -0.29004 3.42076 -0.43259
N -0.62882 2.57854 0.60369
C -1.30283 3.29732 1.46880
H -1.90128 5.31283 1.50504
H -0.71172 5.58535 -0.73494
H 0.25691 3.06145 -1.28914
H -1.73148 2.93205 2.38958

Calculated values
Orbital gap, eV: 6.332
Charge: -1
ΔE to the lowest compared entry with this formula, charge and spin, kJ/mol: 142.34
E_HOMO, eV: -4.52

---

# 5
The following is a DFT calculation (ωB97M-V/def2-TZVPD) of C22H12F12MnN4O2 as an isolated structure.

Positions of all 53 atoms, in Å:
Mn -0.19433 0.53670 0.74381
C 3.36022 -4.39625 3.80403
C 2.86297 -3.32267 2.87511
C 3.69925 -2.29339 2.44536
C 3.22134 -1.29958 1.62199
C 1.89248 -1.29036 1.17219
N 1.47530 -0.23383 0.34715
C 2.26000 0.12760 -0.74799
C 3.01755 -0.85312 -1.40852
C 3.81367 -0.54637 -2.48973
C 3.88542 0.75485 -2.97822
C 4.72801 1.09869 -4.17591
C 3.12230 1.71808 -2.34193
C 2.30232 1.43894 -1.24904
C 1.48820 2.53628 -0.56218
O 0.28196 2.11496 -0.06149
C 2.33136 3.13686 0.59896
F 3.57047 3.48610 0.20558
F 2.47459 2.23962 1.58564
F 1.76212 4.22475 1.13157
C 1.10663 3.68719 -1.54385
F 0.16701 4.47727 -1.02984
F 2.14770 4.48741 -1.86668
F 0.62041 3.18583 -2.68936
C 1.03580 -2.30634 1.61377
C 1.54819 -3.30385 2.44703
C -0.41937 -2.34710 1.13524
O -0.97181 -1.12782 0.84674
C -1.36785 -2.96266 2.20510
F -1.23578 -4.30272 2.34575
F -2.64745 -2.74272 1.90608
F -1.13383 -2.41313 3.40407
C -0.47159 -3.20758 -0.15830
F 0.08176 -4.42437 0.00349
F -1.72352 -3.39793 -0.59370
F 0.20662 -2.59435 -1.13771
H 4.42236 -4.58932 3.64648
H 3.23039 -4.11298 4.85130
H 2.82277 -5.33248 3.64945
H 4.73370 -2.26600 2.76995
H 3.87345 -0.49784 1.30002
H 2.96567 -1.87338 -1.05325
H 4.38253 -1.33615 -2.96886
H 5.64741 0.51155 -4.19744
H 4.19390 0.90280 -5.10939
H 5.00375 2.15377 -4.17428
H 3.18068 2.73102 -2.71396
H 0.89874 -4.10469 2.77120
N -3.64380 4.64334 4.04427
C -3.43048 3.56224 3.68939
N -3.28031 2.29279 3.35437
C -2.34480 1.87718 2.60181
N -1.54231 1.38295 1.91147

Calculated values
Orbital gap (spin up / spin down), eV: 7.450 / 7.738
Charge: -1
Spin multiplicity: 5
⟨S²⟩: 6.043
E_HOMO (spin up / spin down), eV: -5.18 / -5.34

---

# 6
The following is a DFT calculation (ωB97M-V/def2-TZVPD) of C22H13BrCl2N6O8V as an isolated structure in a non-equilibrium geometry.

Positions of all 53 atoms, in Å:
V 0.38063 -0.64535 0.09318
Cl -2.63968 -0.47137 -3.86907
C -3.07325 -0.78478 -2.22914
C -4.42833 -0.98093 -1.90261
C -4.82283 -1.21360 -0.61618
Cl -6.50414 -1.45161 -0.25722
C -3.86926 -1.26275 0.42930
C -4.14451 -1.48729 1.79433
C -3.11864 -1.50985 2.70128
C -1.80036 -1.31633 2.25874
N -1.52004 -1.10186 0.99226
C -2.52291 -1.06225 0.07494
C -2.08688 -0.81888 -1.26284
O -0.80945 -0.64682 -1.46921
H -5.16217 -0.94178 -2.69556
H -5.16782 -1.64128 2.10867
H -3.30435 -1.67903 3.75212
H -0.95933 -1.33936 2.94308
C 0.96620 2.92496 4.37452
C 0.40880 2.85896 2.98109
C -0.06111 3.97770 2.30670
C -0.54672 3.84591 1.02119
C -0.54120 2.58862 0.43750
Br -1.22357 2.44764 -1.31502
N -0.08641 1.49970 1.04807
C 0.36840 1.65194 2.30348
H 0.61101 3.81157 4.89806
H 2.05678 2.96559 4.35137
H 0.68580 2.04430 4.95135
H -0.05120 4.94977 2.78505
H -0.92584 4.69081 0.46672
H 0.71502 0.75130 2.79039
N 0.84899 -3.69999 -0.96843
C 0.69930 -2.64550 -0.53071
H 1.02066 -4.56979 -1.42829
O 7.42066 -1.17610 0.41537
N 6.90620 -1.28842 1.51002
O 7.51684 -1.42946 2.55147
C 5.44816 -1.16762 1.58756
C 4.72371 -0.96998 0.42041
C 3.36016 -0.85166 0.51449
C 2.65602 -0.96312 1.73996
O 1.35826 -0.96568 1.75922
C 3.46055 -1.13734 2.89176
C 4.83651 -1.25289 2.81868
N 2.85726 -1.20598 4.22254
O 1.75014 -0.72234 4.38382
O 3.50656 -1.72829 5.10653
N 2.57428 -0.67085 -0.68039
O 1.80172 0.43459 -0.63948
O 2.98015 -1.13483 -1.77071
H 5.20681 -0.91853 -0.54423
H 5.41770 -1.40828 3.71435

Calculated values
Orbital gap (spin up / spin down), eV: 6.660 / 6.609
Charge: 0
Spin multiplicity: 2
⟨S²⟩: 0.769
ΔE to the lowest compared entry with this formula, charge and spin, kJ/mol: 67.29
E_HOMO (spin up / spin down), eV: -7.75 / -7.60